(1)
Here is C25H18ClN7O4PtS2 as an isolated structure in a non-equilibrium geometry from OMol25. Energies are from wB97M-V/def2-TZVPD.

Calculated values
- LUMO level (spin up / spin down) (eV) = -3.35 / -3.36
- energy above the lowest of the compared OMol25 structures with the same formula, charge and spin (kcal/mol) = 56.7
- HOMO level (spin up / spin down) (eV) = -6.92 / -6.92
- multiplicity = 1
- net charge = 0

Each line ends with the Mulliken charge.
Atoms and positions in Å:
Pt  -0.16  2.23  0.70  0.326
S  1.74  3.53  0.00  -0.329
C  1.88  3.12  -1.66  0.676
C  2.93  3.77  -2.34  -0.320
N  3.81  4.30  -2.86  -0.400
C  1.09  2.22  -2.38  0.875
S  -0.18  1.26  -1.77  -0.043
C  1.31  2.08  -3.76  -0.431
N  1.42  1.95  -4.90  -0.422
C  -0.40  -3.33  -5.05  -0.775
O  0.54  -4.08  -4.31  -0.442
C  0.40  -4.17  -2.97  0.861
C  1.32  -5.01  -2.32  -0.577
C  1.28  -5.19  -0.96  -0.247
C  0.31  -4.51  -0.18  -0.110
C  -0.60  -3.67  -0.85  -0.357
C  -0.56  -3.50  -2.21  -0.505
N  0.29  -4.67  1.15  -0.687
N  -0.47  -4.05  1.95  -0.362
C  -0.57  -2.76  2.16  -0.158
C  -1.71  -2.25  2.84  -0.825
C  -2.09  -0.94  2.72  -0.682
C  -1.32  -0.03  1.96  1.005
O  -1.75  1.15  1.62  -0.847
C  -0.02  -0.44  1.57  0.441
N  0.82  0.52  1.08  0.410
C  2.05  0.19  0.73  -0.077
C  2.53  -1.10  0.82  -1.337
C  1.70  -2.11  1.29  -0.361
C  0.40  -1.80  1.67  0.523
H  -0.13  -3.47  -6.10  0.237
H  -0.36  -2.27  -4.81  0.292
H  -1.42  -3.70  -4.90  0.344
H  2.06  -5.52  -2.92  0.425
H  2.00  -5.83  -0.46  0.489
H  -1.35  -3.15  -0.27  0.505
H  -1.27  -2.84  -2.68  0.422
H  -2.35  -2.96  3.35  0.465
H  -3.02  -0.60  3.15  0.507
H  2.70  0.98  0.36  0.522
H  3.54  -1.31  0.53  0.464
H  2.07  -3.12  1.37  0.695
Cl  1.80  1.62  3.68  -0.174
C  0.29  1.83  4.56  -0.234
C  -0.58  2.97  3.96  0.583
O  -1.48  3.39  4.66  -0.658
O  -0.27  3.40  2.82  -0.956
H  0.52  2.07  5.60  0.412
H  -0.27  0.89  4.51  0.080
N  -1.69  4.74  1.11  0.234
C  -2.38  5.74  0.56  -0.226
C  -2.48  5.47  -0.79  -0.834
C  -1.82  4.26  -0.97  -0.241
N  -1.34  3.84  0.20  0.158
H  -1.38  4.54  2.08  0.279
H  -2.74  6.57  1.13  0.484
H  -2.96  6.06  -1.54  0.396
H  -1.69  3.69  -1.88  0.509


(2)
Here is one molecule with the formula C11H13N5O2S2 in a non-equilibrium geometry from OMol25. Energies are from wB97M-V/def2-TZVPD.

Calculated values
- LUMO level (eV) = 0.55
- HOMO level (eV) = -8.91
- multiplicity = 1
- SMILES = Cc1cc(C)nc(SCc2nnc(SCC(N)=O)o2)n1
- net charge = 0

Each line ends with the Mulliken charge.
Atoms and positions in Å:
C  -2.21  -0.74  -2.55  -1.332
C  -1.97  -0.35  -1.13  0.824
N  -1.54  -1.32  -0.32  -0.318
C  -1.24  -0.97  0.91  0.328
N  -1.34  0.22  1.46  -0.657
C  -1.83  1.19  0.68  1.023
C  -2.16  0.94  -0.64  -0.679
H  -2.52  1.73  -1.28  0.386
C  -1.96  2.55  1.28  -1.503
H  -2.91  3.00  1.01  0.475
H  -1.88  2.49  2.37  0.332
H  -1.15  3.17  0.89  0.276
S  -0.59  -2.26  1.94  -0.221
C  0.18  -3.29  0.62  -0.742
C  1.15  -2.43  -0.06  0.457
N  1.08  -1.94  -1.26  -0.185
N  2.07  -1.04  -1.39  -0.474
C  2.70  -1.03  -0.26  0.531
O  2.18  -1.90  0.63  -0.258
S  3.98  0.04  0.25  -0.201
C  3.11  1.59  -0.18  -0.679
H  3.08  1.69  -1.26  0.344
H  3.70  2.39  0.26  0.419
C  1.68  1.63  0.36  0.379
O  0.80  2.15  -0.29  -0.581
N  1.50  1.11  1.58  -0.222
H  0.55  1.01  1.93  0.273
H  2.25  0.66  2.08  0.238
H  -0.59  -3.62  -0.08  0.358
H  0.65  -4.12  1.14  0.437
H  -1.25  -1.01  -2.99  0.284
H  -2.85  -1.61  -2.59  0.334
H  -2.65  0.08  -3.11  0.354


(3)
Here is one molecule with the formula C3H2Cl2 in a non-equilibrium geometry from OMol25. Energies are from wB97M-V/def2-TZVPD.

Calculated values
- LUMO level (spin up / spin down) (eV) = -1.46 / -1.45
- energy above the lowest of the compared OMol25 structures with the same formula, charge and spin (kcal/mol) = 110.5
- HOMO level (spin up / spin down) (eV) = -8.84 / -8.84
- multiplicity = 1
- net charge = 0

Each line ends with the Mulliken charge.
Atoms and positions in Å:
C  -1.04  0.30  0.81  -0.205
C  0.98  -0.40  0.08  -0.209
C  -0.28  0.03  -0.53  -0.089
Cl  -0.93  -0.94  1.90  0.011
Cl  2.15  0.81  0.07  -0.064
H  -0.45  -0.81  -1.23  0.302
H  -0.44  1.01  -1.10  0.255


(4)
Here is a 2-piece molecular cluster, C4H8NO3 overall in a non-equilibrium geometry from OMol25. Energies are from wB97M-V/def2-TZVPD.

Calculated values
- LUMO level (eV) = 2.14
- energy above the lowest of the compared OMol25 structures with the same formula, charge and spin (kcal/mol) = 175.7
- HOMO level (eV) = -4.43
- multiplicity = 1
- net charge = -1

Each line ends with the Mulliken charge.
Atoms and positions in Å:
O  -0.83  1.66  1.67  -0.665
C  -0.85  1.27  0.49  0.527
O  -1.66  1.51  -0.42  -0.709
C  0.36  0.49  0.02  0.481
C  0.21  -1.14  -0.29  0.407
C  -0.95  -1.24  -1.35  -1.244
O  -0.13  -1.84  0.74  -0.738
N  1.33  1.09  -0.62  -0.676
H  1.07  0.50  2.47  -0.012
H  1.18  -1.45  -0.73  0.313
H  -1.07  -2.32  -1.41  0.363
H  -1.82  -0.80  -0.88  0.318
H  -0.71  -0.82  -2.33  0.312
H  1.23  0.66  0.82  -0.018
H  1.01  1.93  -1.13  0.294
H  1.63  0.51  2.96  0.045


(5)
Here is a 2-piece molecular cluster, C4H12 overall in a non-equilibrium geometry from OMol25. Energies are from wB97M-V/def2-TZVPD.

Calculated values
- LUMO level (eV) = 1.10
- energy above the lowest of the compared OMol25 structures with the same formula, charge and spin (kcal/mol) = 16.8
- HOMO level (eV) = -11.41
- multiplicity = 1
- SMILES = CC.CC
- net charge = 0

Each line ends with the Mulliken charge.
Atoms and positions in Å:
C  0.92  1.46  0.70  -0.574
C  2.24  1.24  1.44  -0.948
H  0.67  0.51  0.19  0.075
H  0.23  1.45  1.55  0.248
H  0.85  2.43  0.20  0.329
H  2.21  1.83  2.35  0.265
H  3.08  1.68  0.88  0.263
H  2.49  0.20  1.57  0.314
C  -1.53  -0.53  -1.20  -0.626
C  -1.68  -2.07  -0.96  -0.872
H  -1.42  -0.01  -0.26  0.133
H  -0.59  -0.52  -1.76  0.232
H  -2.33  -0.10  -1.79  0.336
H  -1.29  -2.51  -1.89  0.244
H  -2.68  -2.57  -0.89  0.291
H  -1.16  -2.50  -0.12  0.289


(6)
Here is a 2-piece molecular cluster, C23H48NO3P overall in a non-equilibrium geometry from OMol25. Energies are from wB97M-V/def2-TZVPD.

Calculated values
- LUMO level (spin up / spin down) (eV) = 2.41 / 1.78
- HOMO level (spin up / spin down) (eV) = -2.81 / -2.81
- multiplicity = 2
- net charge = -1

Each line ends with the Löwdin spin population.
Atoms and positions in Å:
C  1.63  -2.17  2.55  0.000
C  1.29  -0.66  2.36  0.000
P  -0.50  -0.18  2.70  0.000
C  -0.51  1.60  3.30  0.000
C  0.82  2.41  3.08  0.000
C  -1.65  -0.43  1.22  0.001
O  -1.51  0.48  0.13  0.001
C  -0.20  0.80  -0.28  0.000
C  0.55  -0.30  -1.13  0.000
C  -0.40  -0.93  -2.21  0.000
C  1.78  0.47  -1.78  0.000
C  2.55  -0.38  -2.85  0.000
C  2.15  0.23  -4.25  0.000
C  4.10  -0.05  -2.67  0.000
C  -3.11  -0.09  1.78  0.016
C  -3.87  -1.27  2.46  0.028
C  -5.42  -0.95  2.28  -0.001
C  -3.66  -1.22  4.03  0.002
N  -3.69  -2.60  1.87  0.346
O  -4.32  -2.75  0.75  0.556
C  -2.28  -2.99  1.66  0.026
C  -1.53  -3.44  2.96  0.001
C  -2.33  -4.32  0.78  -0.001
C  -1.54  -1.93  0.77  0.017
H  2.73  -2.23  2.71  0.000
H  1.17  -2.52  3.49  0.000
H  1.42  -2.81  1.67  0.000
H  1.69  -0.35  1.37  0.000
H  1.90  -0.11  3.11  0.000
H  -1.32  2.16  2.78  0.000
H  -0.71  1.56  4.39  0.000
H  1.48  2.39  3.97  0.000
H  1.43  2.06  2.23  0.000
H  0.59  3.48  2.90  0.000
H  0.48  1.20  0.50  0.000
H  -0.31  1.64  -1.01  0.000
H  0.97  -1.12  -0.51  0.000
H  -1.47  -0.68  -2.07  0.000
H  -0.32  -2.04  -2.12  0.000
H  -0.12  -0.67  -3.25  0.000
H  2.42  0.75  -0.91  0.000
H  1.43  1.42  -2.24  0.000
H  2.36  -1.47  -2.78  0.000
H  1.13  0.64  -4.26  0.000
H  2.81  1.08  -4.52  0.000
H  2.28  -0.53  -5.07  0.000
H  4.26  0.72  -1.89  0.000
H  4.64  -0.97  -2.35  0.000
H  4.54  0.33  -3.61  0.000
H  -2.96  0.70  2.55  0.001
H  -3.72  0.39  0.99  0.002
H  -5.57  -0.64  1.22  0.000
H  -5.74  -0.09  2.90  0.000
H  -6.01  -1.87  2.41  0.000
H  -3.77  -2.28  4.38  0.002
H  -2.68  -0.79  4.32  0.000
H  -4.51  -0.68  4.49  0.000
H  -1.42  -2.64  3.72  0.000
H  -0.58  -3.97  2.74  0.000
H  -2.19  -4.22  3.43  0.001
H  -3.15  -4.99  1.11  0.000
H  -2.31  -4.11  -0.30  0.000
H  -1.38  -4.86  1.02  0.000
H  -0.48  -2.23  0.62  0.001
H  -2.01  -1.99  -0.24  0.003
C  2.71  4.61  -5.51  0.000
C  2.59  4.49  -3.97  0.000
C  3.98  4.78  -3.35  0.000
O  2.23  3.23  -3.66  0.000
H  3.43  3.90  -5.92  0.000
H  1.74  4.44  -5.99  0.000
H  3.04  5.62  -5.80  0.000
H  1.93  5.33  -3.65  0.000
H  4.74  4.07  -3.70  0.000
H  3.94  4.73  -2.26  0.000
H  4.33  5.79  -3.62  0.000